[1]
{"formula": "C6H6O", "method": "ωB97M-V/def2-TZVPD", "smiles": "C#CC[C@H](O)C#C", "energy_ev": -8362.72565, "lumo_ha": 0.0341, "e_above_lowest_kcal_mol": 87.18, "orbital_gap_ev": 11.1, "species": ["C", "C", "C", "C", "O", "C", "C", "H", "H", "H", "H", "H", "H"], "coordinates": [[1.256, -1.050, -1.834], [1.194, -0.374, -0.839], [1.090, 0.464, 0.359], [-0.252, 0.281, 1.098], [-0.353, -0.994, 1.690], [-1.375, 0.561, 0.184], [-2.244, 0.743, -0.630], [1.318, -1.630, -2.728], [1.892, 0.214, 1.061], [1.204, 1.517, 0.077], [-0.273, 0.989, 1.933], [-0.427, -1.640, 0.973], [-3.007, 0.904, -1.359]], "lowdin_charge": [0.121, -0.145, -0.157, -0.416, -0.017, -0.080, 0.136, 0.027, 0.125, 0.127, 0.149, 0.100, 0.030]}

***

[2]
{"formula": "C6H6O", "method": "ωB97M-V/def2-TZVPD", "energy_ev": -8360.87360, "lumo_ha": -0.0057, "e_above_lowest_kcal_mol": 129.89, "orbital_gap_ev": 9.0, "species": ["C", "C", "C", "C", "C", "O", "C", "H", "H", "H", "H", "H", "H"], "coordinates": [[-1.742, -1.678, -1.090], [-0.828, -0.894, -1.055], [-0.643, 1.004, 0.006], [0.218, 0.127, -0.876], [1.372, -0.383, 0.006], [0.810, -0.435, 1.299], [-0.152, 0.610, 1.345], [-2.540, -2.387, -1.140], [0.507, 0.565, -1.835], [1.735, -1.378, -0.259], [2.208, 0.335, -0.037], [0.310, 1.565, 1.683], [-0.936, 0.365, 2.067]], "lowdin_charge": [0.167, -0.119, 0.139, -0.333, -0.178, -0.132, -0.253, 0.040, 0.142, 0.130, 0.125, 0.141, 0.131]}

***

[3]
{"formula": "C6H6O", "method": "ωB97M-V/def2-TZVPD", "energy_ev": -8360.90503, "lumo_ha": [-0.0261, -0.0531], "e_above_lowest_kcal_mol": 129.16, "orbital_gap_ev": [6.4, 4.6], "species": ["C", "C", "C", "C", "C", "O", "C", "H", "H", "H", "H", "H", "H"], "coordinates": [[2.301, -1.147, 0.551], [1.773, 0.068, 0.378], [0.411, 0.269, -0.021], [-0.448, 1.349, 0.153], [-1.825, 0.969, -0.239], [-1.677, -0.395, -0.735], [-0.423, -0.704, -0.634], [3.371, -1.303, 0.718], [-0.214, 2.277, 0.658], [-2.525, 0.888, 0.601], [-2.309, 1.548, -1.036], [-0.180, -1.727, -0.912], [1.745, -2.093, 0.516]], "lowdin_charge": [-0.094, -0.125, -0.278, 0.047, -0.112, 0.000, -0.055, 0.030, 0.122, 0.145, 0.142, 0.142, 0.037]}

***

The records above give, respectively, molecular weight values of 94.1, 94.1, 94.1 g/mol.